No. 1
Molecular formula: C10H16OS
Method: DFT, wB97M-V/def2-TZVPD

Last column: Mulliken charge in e.
Geometry (Å):
C -2.072 0.583 -2.210  -1.2409
C -0.840 1.064 -1.516  0.6046
C -0.950 2.092 -0.573  -0.5238
C 0.140 2.568 0.128  -0.7021
C 1.393 1.991 -0.071  0.9311
O 2.445 2.588 0.578  -0.5393
C 1.549 1.004 -1.034  -0.6255
C 0.445 0.600 -1.765  -0.3651
H -2.000 0.468 -3.291  0.3502
H -2.892 1.268 -2.036  0.3644
H -2.399 -0.362 -1.785  0.1073
H -1.839 2.709 -0.598  0.2968
H 0.093 3.287 0.929  0.3782
H 3.257 2.470 0.072  0.3173
H 2.466 0.430 -1.067  0.3173
H 0.546 -0.104 -2.582  0.3249
C 1.051 -3.140 1.966  -1.0067
C 0.644 -1.736 1.596  -0.2971
S -1.141 -1.572 1.288  -0.0929
C -1.318 -2.620 -0.191  -0.7662
H 0.839 -3.907 1.229  0.2943
H 0.539 -3.377 2.906  0.2782
H 2.068 -3.176 2.360  0.3605
H 0.703 -1.057 2.447  0.3519
H 1.154 -1.255 0.764  0.1001
H -1.930 -2.190 -0.975  0.2322
H -0.315 -2.928 -0.446  0.1981
H -1.740 -3.564 0.156  0.3522

Summary:
E = -23511.5827 eV
Gap between HOMO and LUMO = 0.3294 Eh
Structure (SMILES) = Cc1ccc(O)cc1.CCSC
Molecular weight = 184.30 g mol⁻¹

=====

No. 2
Molecular formula: C4H4N2O4
Method: DFT, wB97M-V/def2-TZVPD

Last column: Mulliken charge in e.
Geometry (Å):
C -0.522 0.159 1.588  -1.1136
C 0.725 -0.441 1.057  0.8810
O 1.794 -0.388 1.467  -0.3112
C 0.323 -1.349 -0.232  0.3735
O -0.803 -1.332 -0.712  -0.7104
N 1.479 -1.806 -0.469  0.1387
O 2.512 -1.621 0.176  -0.2779
H -0.877 1.063 1.069  0.2792
H -0.562 0.573 2.519  0.4324
H -1.304 -0.632 1.419  0.2828
N -1.178 1.018 -1.952  -0.3513
C -0.377 1.861 -2.098  0.4149
O 0.268 2.789 -2.077  -0.4144
H -1.478 0.108 -1.757  0.3763

Summary:
E = -15377.6818 eV
Gap between HOMO and LUMO = 0.2797 Eh
Structure (SMILES) = CC(=O)C(=O)N=O.N=C=O
Molecular weight = 144.09 g mol⁻¹

=====

No. 3
Molecular formula: C2H8N4O
Method: DFT, wB97M-V/def2-TZVPD

Last column: Mulliken spin population.
Geometry (Å):
C -0.657 0.539 1.185  0.0035
C 1.575 -1.634 -2.309  0.9277
N -1.208 0.964 2.372  -0.0003
N -1.114 1.138 0.048  0.0001
N 0.731 -0.607 -1.516  0.5468
N 0.286 -0.376 1.098  -0.0012
O 0.016 0.265 -2.148  0.4886
H 1.520 -1.624 -3.291  0.0404
H 2.049 -2.433 -1.675  0.0211
H -1.583 1.792 2.516  0.0000
H -0.940 0.406 3.180  0.0000
H -1.466 2.071 -0.026  0.0005
H -0.655 0.786 -0.914  0.0027
H 0.682 -0.788 -0.413  -0.0297
H 0.765 -0.500 1.894  -0.0003

Summary:
Spin multiplicity = 3
E = -10206.2655 eV
Gap between HOMO and LUMO (alpha / beta) = 0.2904 / 0.2950 Eh
<S²> = 2.007
Molecular weight = 104.11 g mol⁻¹

=====

No. 4
Molecular formula: C37H61NO27
Method: DFT, wB97M-V/def2-TZVPD

Last column: Mulliken charge in e.
Geometry (Å):
C -2.055 4.036 -4.694  -1.6579
C -1.790 3.604 -3.255  0.3367
C -2.184 2.206 -2.819  -0.4319
O -1.226 2.039 -1.775  0.9198
C -0.253 2.860 -1.929  -0.3793
O 0.785 2.888 -1.335  -0.3745
O -0.437 3.657 -2.854  -0.3790
H -2.002 3.255 -5.382  0.3916
H -1.485 4.918 -4.970  0.3603
H -3.096 4.317 -4.714  0.4436
H -2.367 4.324 -2.676  0.4061
H -2.035 1.449 -3.613  0.2026
H -3.181 2.300 -2.374  0.1943
C 0.857 0.141 -3.823  -0.2276
C 1.840 -0.422 -4.762  -0.2169
C 3.297 0.039 -4.705  0.2508
O 4.064 -1.110 -4.773  -0.3380
C 3.255 -2.142 -4.653  0.6771
O 3.601 -3.334 -4.634  -0.6263
O 1.982 -1.805 -4.631  -0.3130
H 1.315 0.113 -2.882  -0.7236
H -0.101 -0.410 -3.791  0.1060
H 0.673 1.127 -4.054  0.7210
H 1.525 -0.351 -5.823  0.3812
H 3.441 0.401 -3.677  -0.1891
H 3.445 0.830 -5.447  0.3421
C 0.840 -6.466 -2.481  -1.3209
C 0.618 -4.927 -2.704  0.1153
C -0.266 -4.317 -1.642  -0.8437
O 0.311 -3.057 -1.352  0.6355
C 1.598 -3.101 -1.831  0.0406
O 2.465 -2.300 -1.539  -0.5356
O 1.760 -4.136 -2.562  -0.2326
H 1.482 -6.821 -3.299  0.4039
H -0.138 -7.011 -2.673  0.3769
H 1.233 -6.777 -1.486  0.2066
H 0.184 -4.620 -3.646  0.4614
H -0.132 -4.793 -0.659  0.1646
H -1.359 -4.275 -1.856  0.4172
C 3.587 3.270 2.291  -1.7540
C 2.576 4.014 1.377  2.2583
C 1.066 4.124 1.868  0.5478
O 0.986 5.464 2.244  -0.4238
C 2.051 6.110 1.756  0.3596
O 2.206 7.332 1.920  -0.6725
O 2.948 5.379 1.181  -0.3028
H 3.277 2.327 2.641  0.2947
H 3.799 3.879 3.214  0.3831
H 4.477 3.146 1.815  0.5065
H 2.439 3.462 0.423  -0.8515
H 0.768 3.489 2.749  -0.0866
H 0.323 3.917 1.122  -0.1762
C 0.389 -4.961 3.045  -1.5988
C 0.920 -4.269 1.766  1.6300
C 2.100 -3.295 1.812  0.8307
O 3.115 -3.970 1.064  -0.3626
C 2.715 -5.077 0.546  0.5546
O 3.249 -5.751 -0.264  -0.5270
O 1.472 -5.303 0.960  -0.5154
H -0.413 -5.641 2.765  0.3804
H -0.084 -4.163 3.626  0.2850
H 1.185 -5.450 3.627  0.3573
H 0.141 -3.692 1.266  -0.6159
H 2.517 -2.928 2.770  0.3335
H 1.858 -2.402 1.297  -0.8069
C 1.593 0.388 0.328  -0.5456
C 0.408 0.756 1.153  2.5358
C -0.493 -0.427 1.290  0.8228
O -0.173 -0.937 2.534  -0.2428
C 0.554 -0.084 3.233  0.4361
O 0.934 -0.243 4.365  -0.6835
O 0.817 0.977 2.516  -0.7476
H 2.307 -0.343 0.721  0.7041
H 2.225 1.274 0.282  -0.6636
H 1.302 0.090 -0.664  -0.4350
H -0.121 1.617 0.735  -0.6629
H -0.297 -1.199 0.551  -0.2219
H -1.497 -0.140 1.243  -0.4933
C -3.480 2.703 0.840  -0.6371
O -3.783 2.012 2.133  -0.1720
C -2.891 2.191 3.135  0.6428
O -1.727 3.030 2.934  -0.5144
O -3.143 1.487 4.227  -0.1371
C -2.393 1.784 5.373  -0.7497
H -2.488 2.387 0.461  0.1465
H -3.514 3.826 0.757  0.4472
H -4.239 2.379 0.108  0.1101
H -2.531 1.034 6.172  0.2521
H -2.590 2.844 5.742  0.3432
H -1.314 1.815 5.138  0.2584
C 5.086 4.495 -1.315  -0.5137
O 5.308 3.263 -0.726  -0.3688
C 4.774 2.214 -1.300  0.7646
O 3.841 2.189 -2.381  -0.5448
O 5.091 1.112 -0.673  -0.3456
C 4.608 -0.128 -1.064  -0.2301
H 5.420 5.266 -0.573  0.1842
H 3.988 4.504 -1.444  0.2017
H 5.606 4.718 -2.182  0.3743
H 4.902 -0.935 -0.389  0.2152
H 5.080 -0.373 -1.991  0.6090
H 3.607 -0.145 -1.324  -0.2758
C -2.566 -1.297 -2.009  -0.6013
O -3.063 -0.643 -0.837  0.4296
C -4.334 -0.196 -0.841  0.1779
O -5.096 0.066 -1.993  -0.6703
O -4.874 -0.041 0.386  0.0973
C -6.206 0.454 0.562  -0.9956
H -2.786 -0.880 -3.021  0.3693
H -2.961 -2.301 -2.009  0.4872
H -1.512 -1.482 -1.957  -0.0822
H -6.377 0.649 1.617  0.2906
H -6.954 -0.197 0.216  0.3862
H -6.380 1.398 0.062  0.3665
C -2.670 -1.782 5.067  -0.8013
C -3.434 -2.668 4.028  -0.6730
C -4.166 -1.759 3.051  1.0357
C -5.252 -0.982 3.642  0.0473
N -6.156 -0.392 4.068  -0.6783
H -2.140 -2.448 5.771  0.4011
H -3.269 -1.165 5.705  0.3950
H -1.974 -1.161 4.571  -0.0683
H -4.077 -3.306 4.596  0.4598
H -2.731 -3.282 3.429  0.1345
H -4.539 -2.292 2.196  0.5904
H -3.391 -1.028 2.650  -0.7543

Summary:
E = -96125.4327 eV
Gap between HOMO and LUMO = 0.3634 Eh
Structure (SMILES) = C[C@H]1COC(=O)O1.C[C@H]1COC(=O)O1.C[C@H]1COC(=O)O1.C[C@H]1COC(=O)O1.C[C@H]1COC(=O)O1.C[C@H]1COC(=O)O1.COC(=O)OC.COC(=O)OC.COC(=O)OC.CCCC#N
Molecular weight = 951.88 g mol⁻¹

=====

No. 5
Molecular formula: C10H17N2OS
Method: DFT, wB97M-V/def2-TZVPD

Last column: Mulliken charge in e.
Geometry (Å):
O -0.850 -1.289 -1.946  -0.5124
S -2.110 -0.646 1.163  -0.0713
C -2.038 -1.198 -1.643  0.7363
C 1.348 1.295 0.716  0.7960
C 1.771 0.031 0.478  0.3486
C -0.414 -0.114 0.944  -0.0554
N -0.014 1.210 1.036  0.1621
N 0.650 -0.815 0.613  0.2951
C -2.987 -0.477 -2.585  -1.2005
C 2.099 2.611 0.513  -1.5314
C 3.196 -0.371 0.147  -1.5629
C -2.461 -1.770 -0.294  -0.5970
C -0.891 2.308 1.495  -1.0366
C 0.831 -2.279 0.469  -0.9950
H -2.389 0.015 -3.385  0.3332
H -3.574 0.274 -2.023  0.3334
H -3.624 -1.216 -3.091  0.3401
H 1.495 3.381 0.109  0.4530
H 2.508 2.926 1.471  0.3331
H 2.906 2.379 -0.231  0.3917
H 3.576 -1.040 0.902  0.3748
H 3.883 0.479 0.190  0.3935
H 3.327 -0.865 -0.827  0.3483
H -1.973 -2.716 -0.058  0.3221
H -3.550 -1.953 -0.358  0.3911
H -1.746 2.551 0.829  0.2917
H -1.254 2.024 2.486  0.4113
H -0.340 3.213 1.654  0.4275
H 1.139 -2.491 -0.562  0.3830
H -0.098 -2.799 0.623  0.3161
H 1.583 -2.661 1.165  0.3806

Summary:
E = -26502.7205 eV
Gap between HOMO and LUMO = 0.3415 Eh
Charge = +1
Molecular weight = 213.33 g mol⁻¹

=====

No. 6
Molecular formula: C14H11Cl3N3O3SSeZr
Method: DFT, wB97M-V/def2-TZVPD

Last column: Mulliken spin population.
Geometry (Å):
Zr -1.211 0.120 -0.447  0.9187
O -0.308 1.743 -1.468  0.0072
N -0.378 3.002 -0.978  0.0214
C -0.219 4.004 -1.872  -0.0016
C -0.257 5.306 -1.471  0.0021
C -0.459 5.586 -0.114  -0.0016
C -0.618 4.552 0.771  -0.0037
C -0.587 3.215 0.335  0.0031
S -0.816 1.882 1.405  0.0054
H -0.072 3.665 -2.885  -0.0022
H -0.139 6.094 -2.199  0.0002
H -0.497 6.609 0.233  -0.0005
H -0.784 4.727 1.824  0.0017
C 3.946 -3.204 2.098  -0.0012
C 2.779 -2.442 1.543  0.0092
C 1.471 -2.849 1.797  0.0219
C 0.414 -2.138 1.272  -0.0034
N 0.589 -1.042 0.516  -0.0380
C 1.841 -0.639 0.280  0.0207
C 2.949 -1.307 0.762  -0.0001
H 3.923 -4.235 1.743  0.0008
H 3.899 -3.233 3.187  0.0008
H 4.891 -2.754 1.802  0.0000
H 1.271 -3.722 2.404  0.0012
H -0.608 -2.447 1.445  0.0000
H 1.955 0.261 -0.315  -0.0011
H 3.938 -0.936 0.528  0.0005
Cl -1.614 -4.886 -1.014  0.0002
C -2.242 -3.571 -2.036  0.0012
Cl -1.660 -3.778 -3.682  0.0000
Cl -4.008 -3.574 -2.010  0.0009
C -1.756 -2.244 -1.417  0.0228
O -1.035 -1.463 -2.084  -0.0017
O -2.114 -1.994 -0.241  -0.0021
Se -5.190 0.327 1.239  0.0052
C -4.055 0.601 -0.053  0.0094
N -3.238 0.765 -0.899  0.0027

Summary:
Spin multiplicity = 2
E = -140340.9852 eV
Gap between HOMO and LUMO (alpha / beta) = 0.2218 / 0.2805 Eh
<S²> = 0.752
Molecular weight = 577.87 g mol⁻¹

=====

No. 7
Molecular formula: C27H34N4NbO2Se
Method: DFT, wB97M-V/def2-TZVPD

Last column: Mulliken charge in e.
Geometry (Å):
Nb 0.189 -2.128 1.514  0.7182
C 0.937 -1.874 5.592  -1.2772
C 0.472 -1.237 4.356  0.7102
O 1.010 -1.772 3.243  -0.7885
C -0.410 -0.176 4.303  -1.2932
C -1.248 0.094 3.162  1.4734
C -2.098 1.327 3.007  -1.0034
N -1.435 -0.917 2.288  0.2320
N -2.477 -0.917 1.402  -0.8405
C -2.427 -1.957 0.577  0.5805
O -1.347 -2.727 0.425  -0.9662
C -3.542 -2.267 -0.321  0.6396
C -3.578 -3.483 -1.034  -0.3224
C -4.554 -3.728 -1.936  -0.6229
C -5.535 -2.749 -2.220  -0.3488
C -5.426 -1.529 -1.628  -0.6985
C -4.532 -1.335 -0.562  -0.1770
H 0.633 -1.375 6.517  0.4405
H 2.040 -2.028 5.627  0.3511
H 0.556 -2.899 5.624  0.3453
H -0.774 0.147 5.298  0.3910
H -2.002 1.803 3.949  0.4567
H -3.096 0.908 2.808  0.4035
H -1.723 1.939 2.130  0.1196
H -2.705 -4.122 -0.874  0.3967
H -4.620 -4.660 -2.527  0.3911
H -6.367 -3.023 -2.896  0.4088
H -6.019 -0.692 -2.051  0.3955
H -4.731 -0.494 0.163  0.4021
C 1.272 0.240 -5.600  -1.3722
C 0.845 -0.637 -4.451  -0.5821
C 0.232 0.255 -3.351  -0.5862
C -0.297 -0.581 -2.140  -1.1129
N 0.007 0.062 -0.791  1.5324
C 0.817 -0.510 0.246  -0.4479
Se 1.978 -1.969 -0.335  0.1348
N 1.406 0.660 0.932  1.7655
C 2.727 0.564 1.632  -0.4394
C 3.771 1.692 1.359  -0.8654
C 5.066 1.286 0.629  -0.7387
C 4.945 1.031 -0.870  -0.9202
C 0.766 1.804 0.504  -0.5085
C 0.763 3.080 1.076  -0.4448
C -0.050 4.049 0.438  -0.7298
C -0.840 3.730 -0.670  -0.7106
C -0.968 2.399 -1.174  -0.7100
C -0.075 1.452 -0.598  0.5827
H 1.819 -0.269 -6.408  0.3947
H 1.924 1.004 -5.194  0.3476
H 0.392 0.697 -6.072  0.3414
H 1.584 -1.309 -4.060  0.5036
H 0.152 -1.342 -4.910  0.3883
H -0.599 0.859 -3.714  0.3887
H 0.989 0.925 -3.017  0.3882
H 0.207 -1.561 -2.279  0.4709
H -1.381 -0.818 -2.184  0.3798
H 3.226 -0.422 1.335  0.3841
H 2.488 0.520 2.688  0.2440
H 4.076 2.094 2.336  0.3983
H 3.253 2.511 0.878  0.3761
H 5.568 0.480 1.127  0.3900
H 5.844 2.073 0.794  0.4020
H 4.182 0.245 -0.984  0.1269
H 5.868 0.630 -1.314  0.4032
H 4.679 1.869 -1.515  0.2938
H 1.391 3.355 1.925  0.5965
H -0.200 5.009 0.930  0.4719
H -1.430 4.572 -1.076  0.4626
H -1.591 2.143 -2.055  0.4833

Summary:
E = -105473.1333 eV
Gap between HOMO and LUMO (alpha / beta) = 0.1417 / 0.1413 Eh
Charge = +3
Molecular weight = 618.46 g mol⁻¹

=====

No. 8
Molecular formula: C16H50O8P2
Method: DFT, wB97M-V/def2-TZVPD

Last column: Mulliken charge in e.
Geometry (Å):
C 3.977 -4.912 2.533  -1.0080
P 4.049 -3.071 2.647  0.3811
O 4.629 -2.780 4.201  -0.5393
P 1.834 -2.609 2.726  0.1077
C -0.026 -2.263 2.679  -0.1985
C -0.896 -3.423 3.199  -0.6943
C -0.641 -4.762 2.506  -0.5031
O -0.559 -5.850 3.443  -0.5673
H 3.034 -5.187 2.066  0.2964
H 4.808 -5.310 1.970  0.3247
H 3.958 -5.345 3.530  0.3134
H 3.895 -2.892 4.834  0.2923
H 2.121 -1.365 3.353  -0.0320
H 1.625 -3.728 3.632  -0.0290
H 1.877 -2.715 1.295  -0.0334
H -0.251 -1.403 3.305  -0.0881
H -0.328 -2.003 1.665  0.3755
H -0.726 -3.507 4.265  0.3504
H -1.924 -3.139 3.006  0.4235
H 0.282 -4.753 1.932  0.1693
H -1.467 -5.037 1.865  0.3835
H 0.244 -5.728 3.971  0.3160
C 2.316 0.324 -2.116  -1.1389
C 2.390 -0.727 -1.029  -0.1327
O 2.238 -0.155 0.270  -0.4446
H 3.089 1.081 -1.974  0.3200
H 2.445 -0.125 -3.102  0.3322
H 1.347 0.826 -2.093  0.2428
H 3.359 -1.223 -1.033  0.3747
H 1.615 -1.486 -1.185  0.1847
H 1.378 0.279 0.298  0.2552
C -1.631 2.692 5.118  -1.0680
C -1.360 1.205 5.240  -0.3161
O -0.655 0.697 4.106  -0.4438
H -2.204 2.901 4.215  0.2809
H -2.189 3.061 5.980  0.3451
H -0.695 3.251 5.052  0.3255
H -2.295 0.649 5.289  0.2925
H -0.791 0.992 6.150  0.2826
H 0.185 1.167 4.048  0.2476
C -1.936 0.649 -4.439  -0.6376
C -1.204 -0.584 -3.946  -0.3354
O -0.926 -0.514 -2.547  -0.4259
H -1.349 1.546 -4.235  0.2361
H -2.125 0.592 -5.512  0.3578
H -2.894 0.765 -3.928  0.0144
H -0.241 -0.686 -4.444  0.2865
H -1.790 -1.486 -4.154  0.2764
H -1.767 -0.438 -2.084  0.2468
C -7.320 1.875 -3.774  -1.1448
C -5.929 1.426 -4.185  -0.2246
O -5.103 2.526 -4.550  -0.4661
H -7.796 2.421 -4.588  0.2783
H -7.947 1.022 -3.510  0.3592
H -7.270 2.545 -2.913  0.3436
H -5.985 0.768 -5.050  0.3125
H -5.452 0.873 -3.367  0.2330
H -5.030 3.115 -3.787  0.3073
C 6.801 0.092 1.243  -0.8911
C 7.529 -1.170 1.666  -0.1725
O 7.833 -1.166 3.058  -0.5432
H 7.403 0.972 1.471  0.3207
H 6.585 0.082 0.173  0.2872
H 5.855 0.187 1.781  0.2169
H 8.479 -1.257 1.139  0.3232
H 6.926 -2.053 1.432  0.1654
H 6.997 -1.118 3.537  0.3058
C -3.170 6.915 -5.171  -1.0582
C -3.154 5.737 -4.215  -0.1504
O -4.460 5.198 -4.017  -0.5186
H -3.829 7.698 -4.797  0.2578
H -2.169 7.329 -5.299  0.3498
H -3.542 6.610 -6.152  0.3346
H -2.798 6.047 -3.234  0.2983
H -2.488 4.951 -4.586  0.1706
H -4.790 4.902 -4.873  0.3058

Summary:
E = -52356.3658 eV
Gap between HOMO and LUMO = 0.2848 Eh
Structure (SMILES) = CP(O)[PH3]CCCO.CCO.CCO.CCO.CCO.CCO.CCO
Molecular weight = 432.52 g mol⁻¹